1.
Below is 2 unconnected molecules or ions with the total composition C4H11NO2 at a distorted geometry, with properties calculated with the ωB97M-V functional and the def2-TZVPD basis.

## Properties
**LUMO**: 0.559 eV
**Orbital gap**: 10.5 eV
**Energy above the lowest of the compared OMol25 structures with the same formula, charge and spin**: 131.6 kJ/mol
**HOMO**: -9.9 eV
**Total energy**: -364.2180 a.u.
**SMILES**: CC(N)=O.CCO

```
18
Properties=species:S:1:pos:R:3:forces:R:3
C 0.51935 1.78593 0.35481 1.7976 -0.5593 0.9952
C 1.59854 2.47055 -0.48809 -0.9924 -0.8847 1.3937
O 1.64267 3.66936 -0.57497 0.3851 0.6466 -0.6173
N 2.52755 1.61313 -1.01550 0.0424 1.6937 -0.4409
H -0.29402 2.42784 0.67782 -0.5111 -0.2462 -1.0402
H 0.95472 1.57618 1.34628 0.4759 0.2080 -0.1523
H 3.16682 2.08006 -1.65384 0.0090 -0.6852 0.2635
H 2.46073 0.62664 -0.92484 0.0418 -0.3986 -0.1659
H 0.42487 0.75782 0.00325 -1.2533 0.2741 -0.2427
C -2.01632 -1.47761 0.23392 0.4853 -1.4818 0.4236
C -0.63470 -1.94865 0.72405 0.8428 -1.2147 -0.8605
O -2.63028 -2.54171 -0.51359 0.1678 0.4894 -1.1034
H -2.57192 -1.43131 1.16728 -0.5927 0.5828 -0.3554
H -2.06265 -0.56711 -0.35289 0.2093 0.3323 0.2654
H -0.37401 -2.90881 0.24795 -0.6369 0.0486 -0.1304
H -2.31887 -2.45472 -1.44402 -0.3819 -0.2117 1.0410
H -0.67656 -2.25113 1.76791 0.2920 0.5941 0.2034
H 0.28408 -1.42648 0.44446 -0.3806 0.8127 0.5233
```
Positions in Å, forces in eV/Å.

Results of the Löwdin charge analysis, in e, for atoms 1 through 5: -0.0102 -0.6027 0.0506 0.1451 0.0864


2.
Below is 4 unconnected molecules or ions with the total composition C29H41Cl2F3I2NO11 at a distorted geometry, with properties calculated with the ωB97M-V functional and the def2-TZVPD basis.

## Properties
**LUMO**: 1.651 eV
**Orbital gap**: 6.3 eV
**Energy above the lowest of the compared OMol25 structures with the same formula, charge and spin**: 1204.3 kJ/mol
**HOMO**: -4.6 eV
**Total energy**: -3826.9387 a.u.
**Charge**: -1

```
89
Properties=species:S:1:pos:R:3:forces:R:3
C -0.37510 -1.87014 -1.64731 0.9464 1.2764 -0.3642
C 0.54291 -0.69896 -1.67258 -0.9578 -0.8939 -0.0079
C 1.96871 -0.62283 -0.76468 -2.4922 0.1169 0.4737
C 3.02318 -0.07682 -1.85820 3.7979 1.7721 -7.5181
O 4.06424 0.74961 -1.71515 -5.0964 -3.7505 1.4896
O 2.78342 -0.41487 -3.30502 0.0172 0.5220 7.2670
C 2.03101 -2.13593 -0.20250 1.7169 -4.5777 -0.2608
Cl 1.14040 -2.38705 1.45560 1.1519 0.6097 -2.2622
C 2.60462 -3.37212 -0.75233 -0.8120 3.7475 0.2105
C 3.38695 -3.32197 -2.17096 1.0156 -1.0541 0.0133
Cl 2.47256 -5.06419 0.08172 0.1325 2.6933 -1.2393
N 1.84600 0.30606 0.36893 -0.2551 -0.5881 -0.3655
C 0.52416 0.90866 0.67263 -0.7524 1.7150 2.0019
C 0.13026 2.26660 -0.22134 0.1558 -0.6018 -1.5202
C -1.29430 2.09782 -1.03275 -0.3957 0.9892 0.3295
C -2.52446 2.92110 -0.30777 -0.6992 -0.2743 -1.1674
C -3.92454 2.29567 -0.97330 0.1274 0.7897 0.5197
C -5.27044 2.64612 -0.10545 -1.1708 0.0310 -0.8510
C -6.05774 1.30014 0.44845 -0.0714 -0.2578 -0.1173
C -7.33334 0.85306 -0.48713 -1.3158 -0.3465 0.0214
C -8.66437 0.37562 0.40594 -0.3009 -0.3257 -0.3420
C -8.70949 -1.24536 0.67957 -0.6431 0.0747 0.3677
C 2.95130 0.63522 1.26369 -1.6177 2.8932 1.8954
I 4.76694 -0.54558 1.38112 -0.9220 -0.2056 -0.1982
C 3.33151 2.25014 1.02698 2.0666 -0.5190 -1.8061
C 4.93226 2.56266 0.94989 0.6124 1.8144 -0.2057
I 2.58166 3.50276 2.71893 0.1716 -0.5794 -0.8624
H -1.11657 -2.10279 -0.76132 2.8677 -0.3767 -1.0498
H -0.34639 -2.64553 -2.54306 -1.2556 2.5862 1.1424
H 0.35720 0.25711 -2.33163 1.2297 -2.6959 0.2765
H 4.28306 -2.53207 -2.18590 -2.3239 -1.4748 0.2617
H 3.92637 -4.36821 -2.36083 -1.3145 2.0965 0.5821
H 2.67801 -3.12524 -3.07895 1.2167 -0.0835 1.9276
H -0.39464 0.15510 0.76684 2.1256 1.3286 -0.7150
H 0.59524 1.36163 1.77940 0.0405 -1.2121 -2.2490
H 0.12085 3.23304 0.44343 -0.0285 -1.9262 -1.2063
H 0.95912 2.41677 -1.06692 -1.6078 -0.3690 1.9978
H -1.62981 0.98164 -1.13320 0.8706 2.0149 0.3211
H -1.20886 2.52818 -2.13461 -0.0699 -0.9199 2.2658
H -2.51362 4.07284 -0.59503 0.1930 -2.3676 0.6281
H -2.51282 2.87231 0.86276 -0.0223 -0.2459 -2.2044
H -3.83539 1.12411 -1.06496 -0.1156 2.3828 0.0462
H -4.03900 2.79690 -2.04931 0.3325 -1.3669 2.2540
H -6.02746 3.16738 -0.86640 1.5262 -0.9695 1.7437
H -5.10453 3.42270 0.75961 -0.0199 -1.6347 -1.6359
H -6.48260 1.46217 1.55040 1.1158 -0.3637 -2.3847
H -5.29243 0.39573 0.43696 -1.5725 1.9054 0.3564
H -7.73487 1.71356 -1.18985 1.1375 -1.4952 1.4748
H -7.10350 -0.06754 -1.19615 -0.1982 1.9705 1.4496
H -8.73526 0.94805 1.43642 0.3372 -1.1298 -2.0475
H -9.66702 0.65060 -0.17472 2.2342 -0.5099 1.0468
H -9.84406 -1.54001 0.88923 2.4159 0.5133 -0.3253
H -8.36565 -1.88868 -0.24302 -0.5734 1.4544 1.7208
H -8.08121 -1.54035 1.62512 -1.1685 0.6637 -2.2828
H 2.53401 0.63112 2.38689 0.9823 -0.3853 -2.4168
H 2.87263 2.63019 -0.00712 0.7544 -0.9091 2.6195
H 5.02542 3.74089 0.77532 -0.2577 -2.3729 0.3935
H 5.48549 2.09349 0.00582 -1.5957 0.6230 2.1410
H 5.53135 2.36425 1.95137 -1.6082 0.1593 -2.2010
C 5.36951 -2.30009 -5.04239 -0.9787 0.5789 0.9637
C 6.85939 -2.29565 -4.99833 0.2497 -0.2061 0.5618
O 7.22561 -2.99993 -6.16313 -0.4340 0.4361 -0.5539
C 6.21575 -2.77014 -7.04860 -0.5167 -0.4280 -2.7925
O 6.29568 -2.98030 -8.24748 -0.1286 0.3859 2.6258
O 5.10372 -2.26760 -6.43028 1.1235 -0.4378 -0.9841
F 7.31218 -2.98233 -3.92543 0.3338 -0.0322 0.2513
H 4.93563 -3.20840 -4.61097 0.2811 0.0363 0.0293
H 4.93596 -1.43131 -4.53975 -0.2121 -0.0498 -0.1387
H 7.30600 -1.29579 -5.01691 0.0775 -0.1572 0.1329
C -9.24767 -2.33126 5.75618 -0.3658 0.0678 1.2074
C -9.19510 -3.25689 4.58907 -0.5247 -0.4021 -0.4464
O -8.65726 -2.45861 3.55933 0.5007 0.0609 0.9077
C -7.86791 -1.54664 4.19330 2.3645 2.1798 -1.2913
O -7.02577 -0.86413 3.63396 -2.1364 -1.6471 1.4677
O -8.12956 -1.49526 5.53508 0.3419 -0.0247 -0.9234
F -10.43802 -3.64307 4.22346 -0.1618 -0.2778 -0.1025
H -10.15802 -1.72269 5.77355 -0.0047 -0.2127 -0.2043
H -9.16020 -2.85890 6.70977 0.1551 0.1833 -0.1292
H -8.56105 -4.13670 4.74218 -0.1830 -0.0169 -0.1060
C 9.34388 2.67747 1.58662 0.0809 0.7820 -0.9697
C 9.94731 1.45671 2.19269 0.5819 -0.2205 0.2905
O 9.15894 1.23416 3.33979 -0.4939 0.0985 -0.5984
C 7.93105 1.73650 3.02899 -3.1399 -0.3759 1.6333
O 6.91250 1.48928 3.65294 2.6695 0.7198 -1.4534
O 7.97834 2.54586 1.92710 -0.0141 -0.6531 0.7878
F 11.21822 1.69267 2.58863 0.3952 -0.1420 0.0377
H 9.73785 3.60372 2.01818 0.1476 -0.2323 0.0902
H 9.47588 2.71199 0.50183 -0.2308 -0.0207 0.1593
H 9.91581 0.57257 1.54707 0.1650 0.0469 0.1148
```
Positions in Å, forces in eV/Å.

Results of the Löwdin charge analysis, in e, for atoms 1 through 5: -0.0648 -0.0648 -0.3213 -0.3687 -0.1400


3.
Below is a molecular structure, C26H46BCuN6Te, with properties calculated with the ωB97M-V functional and the def2-TZVPD basis.

## Properties
**Multiplicity**: 2
**Expectation value of S²**: 0.75
**LUMO (alpha / beta)**: -2.179 / -4.372 eV
**Orbital gap (alpha / beta)**: 9.3 / 7.2 eV
**HOMO (alpha / beta)**: -11.5 / -11.6 eV
**Total energy**: -3280.1118 a.u.
**Charge**: +1

```
81
Properties=species:S:1:pos:R:3:forces:R:3
Cu -0.06652 -0.04460 -0.24355 0.1654 -0.2562 -0.2098
C -0.02220 3.80511 3.26591 0.0010 0.1435 0.0332
C -0.02108 3.31071 1.86169 0.0062 -0.0703 0.1599
C -0.00367 4.01437 0.67189 -0.0028 -0.0764 0.0689
C -0.01211 3.04805 -0.34021 -0.0062 -0.1245 -0.2075
N -0.03354 1.84866 0.22135 0.0219 -0.0553 -0.0069
N -0.03751 1.99692 1.56837 -0.0175 0.0192 -0.0989
B -0.06101 0.72250 2.44867 0.0303 0.2075 0.0785
N 1.22517 -0.09142 2.12479 -0.0696 -0.1597 -0.0837
N 1.62460 -0.27945 0.83005 0.1526 0.0103 0.0803
C 2.83586 -0.82915 0.85838 0.0026 -0.0212 -0.0995
C 3.21561 -1.03926 2.18917 -0.0788 0.1029 -0.0007
C 2.17703 -0.55405 2.95633 -0.0639 0.0596 0.1449
C 2.04994 -0.49425 4.43944 0.1071 -0.0176 0.0435
C 3.68056 -1.08988 -0.36604 0.0146 0.0147 0.0389
C 3.97577 -2.58782 -0.47332 -0.0007 -0.0147 -0.0319
C 5.00406 -0.33000 -0.19698 -0.0147 0.0095 0.0124
C 3.00114 -0.60084 -1.63955 0.0257 -0.0177 -0.0997
N -1.36569 -0.05421 2.11537 0.0060 -0.1964 -0.1002
N -1.77526 -0.20983 0.81626 -0.1115 0.1167 0.0944
C -3.01827 -0.68776 0.83720 0.0014 0.0037 -0.1598
C -3.40490 -0.89878 2.16522 0.0978 0.1184 -0.0172
C -2.34401 -0.47402 2.93851 0.0425 0.0050 0.1416
C -2.22492 -0.43487 4.42270 -0.0894 -0.0163 0.0430
C -3.90328 -0.81272 -0.38395 0.0323 0.0013 0.0608
C -4.43864 -2.24249 -0.49666 -0.0101 -0.0372 -0.0545
C -5.07566 0.16075 -0.18146 -0.0418 -0.0543 0.0452
C -3.19201 -0.40711 -1.67147 -0.0420 0.0499 -0.0445
C -0.00064 3.22377 -1.83839 0.0026 0.1011 0.0942
C 0.00070 1.87175 -2.54507 -0.0093 -0.0485 -0.1375
C -1.24740 4.01280 -2.25243 -0.0088 -0.0003 -0.0158
C 1.26015 4.00064 -2.23306 0.0043 0.0046 -0.0186
H -0.00231 4.89349 3.27274 -0.0010 -0.0324 0.0031
H 0.84718 3.44484 3.81483 0.0304 -0.0124 -0.0033
H -0.91246 3.47719 3.80161 -0.0298 -0.0113 -0.0035
H 0.01268 5.08238 0.55950 0.0015 0.0906 -0.0037
H -0.06154 1.00863 3.60203 0.0005 0.0069 0.0432
H 4.14089 -1.44728 2.55218 0.0709 -0.0323 0.0281
H 2.97797 -0.83100 4.89607 -0.0050 -0.0082 0.0122
H 1.24429 -1.13326 4.79973 -0.0457 -0.0174 -0.0039
H 1.84677 0.51903 4.77975 0.0047 0.0320 0.0193
H 4.43800 -2.97322 0.43500 0.0196 0.0150 0.0418
H 4.65463 -2.78140 -1.30408 0.0071 -0.0058 -0.0392
H 3.05790 -3.14834 -0.64777 0.0236 -0.0339 -0.0250
H 5.55332 -0.67425 0.67778 0.0105 -0.0247 0.0414
H 4.82730 0.73970 -0.08467 -0.0103 0.0355 -0.0023
H 5.63547 -0.48477 -1.07143 0.0247 -0.0066 -0.0500
H 2.05480 -1.11324 -1.82627 -0.0573 -0.0055 0.0297
H 3.64690 -0.79760 -2.49635 0.0224 0.0064 -0.0104
H 2.82139 0.47368 -1.60109 -0.0226 0.0370 0.0312
H -4.35007 -1.26311 2.52205 -0.0825 -0.0246 0.0375
H -3.17058 -0.73439 4.86830 -0.0017 -0.0086 0.0169
H -1.97958 0.56482 4.77513 0.0005 0.0352 0.0197
H -1.45223 -1.11374 4.78205 0.0468 -0.0174 -0.0054
H -4.91105 -2.56631 0.42999 -0.0140 0.0224 0.0468
H -3.64027 -2.94828 -0.73092 -0.0134 0.0055 0.0016
H -5.18970 -2.29544 -1.28520 0.0039 -0.0145 -0.0526
H -5.66036 -0.09852 0.69994 -0.0167 -0.0168 0.0324
H -5.73840 0.13068 -1.04617 -0.0178 -0.0062 -0.0442
H -4.71371 1.18152 -0.05894 0.0131 0.0464 0.0019
H -2.33020 -1.03300 -1.89922 0.0706 -0.0445 0.0094
H -2.87322 0.63532 -1.62983 0.0265 0.0218 0.0307
H -3.88108 -0.50579 -2.51090 -0.0287 0.0057 -0.0045
H -0.89581 1.29055 -2.31520 -0.0568 -0.0257 0.0523
H 0.89324 1.29091 -2.30453 0.0664 -0.0437 0.0550
H 0.00546 2.01434 -3.62606 0.0018 0.0300 -0.0240
H -2.15856 3.48252 -1.97331 -0.0315 -0.0343 0.0125
H -1.25714 4.16660 -3.33158 0.0110 -0.0021 -0.0417
H -1.26992 4.99044 -1.77380 0.0092 0.0451 0.0313
H 2.16140 3.46241 -1.93792 0.0313 -0.0345 0.0135
H 1.28422 4.97911 -1.75622 -0.0113 0.0449 0.0309
H 1.28878 4.15230 -3.31216 -0.0093 -0.0020 -0.0426
C 0.58538 -3.77140 -2.16528 0.1982 0.0503 0.0621
Te -0.40913 -2.70693 -0.62320 -0.5639 0.1914 -0.0953
C 0.59422 -3.51082 1.05320 0.1240 0.0044 -0.0221
H 1.61326 -3.96006 -1.87816 0.0607 -0.0581 -0.0463
H 0.56457 -3.18039 -3.07539 -0.0389 0.0587 -0.0334
H 0.04710 -4.70120 -2.31264 0.0147 -0.0537 -0.0134
H 0.17231 -4.49230 1.24336 0.0530 -0.0370 0.0424
H 0.41595 -2.85120 1.89876 -0.0512 0.0621 0.0028
H 1.65876 -3.56271 0.85199 0.0147 -0.0343 0.0638
```
Positions in Å, forces in eV/Å.

Results of the Löwdin charge analysis, in e, for atoms 1 through 5: 0.4185 -0.0059 -0.2423 0.0534 -0.2158